(1)
Here is a 2-piece molecular cluster, C4H10O2 overall in a non-equilibrium geometry from OMol25. Energies are from ωB97M-V/def2-TZVPD.

XYZ file:
```
16
Properties=species:S:1:pos:R:3:nbo_charge:R:1
C 2.488 -0.288 -0.315 -0.25
O 1.323 -0.364 0.489 -0.53
C 0.254 0.441 0.101 -0.17
C -1.075 0.077 0.697 0.58
C -2.208 0.838 0.038 -0.73
O -1.187 -0.527 1.737 -0.54
H 2.396 -0.876 -1.243 0.17
H 2.760 0.745 -0.579 0.17
H 3.305 -0.717 0.275 0.20
H 0.225 0.593 -0.988 0.19
H 0.227 1.407 0.609 0.20
H -2.969 1.108 0.771 0.24
H -2.622 0.125 -0.676 0.24
H -1.908 1.736 -0.522 0.22
H -0.495 -2.237 -0.554 -0.03
H -0.515 -2.060 0.160 0.03
```

Highest occupied orbital energy: -9.512 eV
SMILES: COCC(C)=O.[H][H]
DFT total energy: -308.80518 a.u.
Energy above the lowest of the compared OMol25 structures with the same formula, charge and spin: 244.1 kJ/mol
LUMO level: 0.889 eV

(2)
Here is one molecule with the formula C4H10O2 in a non-equilibrium geometry from OMol25. Energies are from ωB97M-V/def2-TZVPD.

XYZ file:
```
16
Properties=species:S:1:pos:R:3:nbo_charge:R:1
C 1.046 1.437 -1.372 -0.60
C 0.716 0.085 -0.743 -0.41
C -0.453 0.158 0.221 0.06
O -1.619 0.558 -0.477 -0.71
C -0.767 -1.178 0.824 -0.10
O -1.949 -1.077 1.633 -0.74
H 1.883 1.348 -2.073 0.21
H 0.179 1.827 -1.916 0.22
H 1.323 2.173 -0.606 0.20
H 0.472 -0.646 -1.526 0.21
H 1.590 -0.303 -0.198 0.20
H -0.227 0.861 1.046 0.16
H -2.353 0.418 0.147 0.48
H 0.217 -1.514 1.563 0.12
H -0.829 -2.003 0.092 0.19
H -1.225 -1.741 2.126 0.51
```

Highest occupied orbital energy: -10.258 eV
SMILES: CC[C@@H](O)CO
DFT total energy: -308.80625 a.u.
Energy above the lowest of the compared OMol25 structures with the same formula, charge and spin: 241.3 kJ/mol
LUMO level: 0.699 eV

(3)
Here is a 4-piece molecular cluster, C4H10O2 overall in a non-equilibrium geometry from OMol25. Energies are from ωB97M-V/def2-TZVPD.

XYZ file:
```
16
Properties=species:S:1:pos:R:3:mulliken_spin:R:1
C 1.348 1.278 1.071 0.24
C 0.698 0.733 -0.042 0.09
C 1.009 -0.577 -0.354 0.16
C 0.699 -1.392 -1.481 0.42
H 1.839 0.561 1.777 0.02
H 1.494 2.312 1.194 0.02
H 0.258 1.979 -0.982 -0.01
H 1.055 -1.063 0.645 0.01
H 1.319 -2.284 -1.736 0.01
H 0.178 -0.907 -2.324 0.03
H -1.065 0.970 0.646 -0.01
H -1.957 2.056 0.263 0.00
O -2.045 1.138 0.641 0.01
H -0.955 -1.921 -0.056 -0.01
H -2.104 -0.979 0.260 0.00
O -1.771 -1.903 0.476 0.03
```

Highest occupied orbital energy (spin up / spin down): -15.011 / -14.990 eV
Multiplicity: 2
Charge: +1
DFT total energy: -308.36569 a.u.
Energy above the lowest of the compared OMol25 structures with the same formula, charge and spin: 564.8 kJ/mol
LUMO level (spin up / spin down): -6.855 / -8.816 eV

(4)
Here is a 2-piece molecular cluster, C4H10O2 overall in a non-equilibrium geometry from OMol25. Energies are from ωB97M-V/def2-TZVPD.

XYZ file:
```
16
Properties=species:S:1:pos:R:3:mulliken_spin:R:1
C -1.541 1.360 -0.008 0.00
O -1.049 0.459 1.034 0.00
C -1.985 0.578 -1.233 0.00
H -2.297 1.996 0.452 0.00
H -0.658 1.984 -0.131 0.00
H -1.686 -0.170 1.384 0.00
H -1.526 0.997 -2.133 0.00
H -1.810 -0.486 -1.116 0.00
H -3.046 0.719 -1.453 0.00
C 2.972 -1.675 0.807 0.47
C 2.049 -0.947 0.059 0.23
O 1.748 0.263 0.401 0.21
H 3.070 -2.717 0.516 0.03
H 3.441 -1.383 1.738 0.03
H 1.555 -1.350 -0.822 0.02
H 0.763 0.372 0.503 0.01
```

Highest occupied orbital energy (spin up / spin down): -14.656 / -14.653 eV
Multiplicity: 2
Charge: +1
DFT total energy: -308.50873 a.u.
Energy above the lowest of the compared OMol25 structures with the same formula, charge and spin: 189.3 kJ/mol
LUMO level (spin up / spin down): -4.756 / -8.528 eV

(5)
Here is one molecule with the formula C4H10O2P2 in a non-equilibrium geometry from OMol25. Energies are from ωB97M-V/def2-TZVPD.

XYZ file:
```
18
Properties=species:S:1:pos:R:3:nbo_charge:R:1
C 1.885 -0.816 0.549 -0.62
C -0.472 -0.185 1.259 -0.62
C -2.756 1.670 -2.517 -0.97
C 0.679 0.086 0.310 -0.55
O -2.842 -0.689 -1.144 -1.06
O 1.105 0.151 -2.468 -1.06
P -2.028 0.425 -1.641 1.38
P 0.175 -0.263 -1.422 1.48
H 2.651 -0.623 -0.202 0.23
H 2.311 -0.637 1.535 0.23
H 1.595 -1.866 0.482 0.21
H -0.865 -1.191 1.102 0.22
H -1.286 0.523 1.087 0.22
H -0.147 -0.090 2.293 0.23
H -3.831 1.691 -2.507 0.25
H -2.176 2.510 -2.834 0.24
H 0.989 1.137 0.355 0.24
H -0.170 -1.620 -1.421 -0.06
```

Highest occupied orbital energy: -9.132 eV
DFT total energy: -991.57528 a.u.
LUMO level: -0.097 eV

(6)
Here is one molecule with the formula C4H10O2P2S3 in a non-equilibrium geometry from OMol25. Energies are from ωB97M-V/def2-TZVPD.

XYZ file:
```
21
Properties=species:S:1:pos:R:3:mulliken_spin:R:1
C -0.703 1.885 -0.239 0.00
C 0.863 1.859 -0.578 0.00
C -2.199 -1.591 -1.395 0.01
C 2.458 -0.932 1.840 0.04
O -1.298 0.718 -0.784 -0.01
O 1.579 1.020 0.324 0.00
P -2.179 -0.344 -0.018 0.25
P 1.473 -0.588 0.377 0.16
S -0.504 -1.211 1.171 0.73
S 2.158 -1.377 -1.254 0.52
S -4.001 0.203 0.673 0.28
H -0.670 1.933 0.875 0.00
H -1.009 2.942 -0.688 0.00
H 1.018 1.311 -1.533 0.00
H 1.437 2.832 -0.449 0.00
H -2.920 -1.422 -2.076 0.01
H -1.087 -1.704 -1.688 0.00
H -2.473 -2.396 -0.785 0.01
H 2.597 -1.992 1.803 0.00
H 3.465 -0.476 1.609 0.02
H 1.997 -0.670 2.816 -0.01
```

Highest occupied orbital energy (spin up / spin down): -5.426 / -8.378 eV
Multiplicity: 3
DFT total energy: -2186.07873 a.u.
Energy above the lowest of the compared OMol25 structures with the same formula, charge and spin: 73.7 kJ/mol
LUMO level (spin up / spin down): 0.230 / -4.276 eV

Look up the DFT total energy of the first one. -308.80518 a.u.